No. 1
83
Properties=species:S:1:pos:R:3:mulliken_charge:R:1 method="wB97M-V/def2-TZVPD" lumo_energy_ha=-0.1756 homo_lumo_gap_ev=5.092 e_homo_ev=-9.9 largest_force_ha_per_bohr=0.0495 de_lowest_ev=0.565 molar_mass_g_mol=538.7 total_charge=+1
C 6.37620 -4.49858 -1.09048 -0.825
O 6.89191 -3.25816 -0.55352 -0.430
C 5.99807 -2.24832 -0.36445 0.744
C 4.61630 -2.34556 -0.54842 -0.818
C 3.76701 -1.33951 -0.09558 -0.256
C 2.27407 -1.53464 -0.16292 -1.203
C 1.69442 -2.11362 1.13537 0.241
C 2.20424 -3.52363 1.44961 0.224
O 3.34498 -3.84587 1.78610 -0.687
N 1.14487 -4.37186 1.33133 0.362
C 1.29275 -5.79775 1.50894 -0.966
C -0.15304 -3.74128 1.13442 -0.024
C -0.76179 -4.25546 -0.17971 -1.480
C -1.05565 -4.03469 2.34321 -1.499
N 0.24331 -2.32084 1.06394 0.563
C -0.60943 -1.29785 0.85963 0.347
C -1.98139 -1.47091 0.71577 0.796
C -2.92079 -0.46761 0.51208 -0.853
C -4.33371 -0.70597 0.39499 0.653
C -5.24117 0.37431 0.20282 -0.129
C -6.60960 0.16154 0.08013 -0.674
C -7.13400 -1.14059 0.15560 -0.328
C -6.26779 -2.22307 0.35180 -0.783
C -4.89613 -2.01993 0.46974 -0.240
C 4.29428 -0.18093 0.46969 -0.740
C 5.67736 -0.02946 0.62266 0.603
O 6.29317 1.01227 1.24660 -0.433
C 5.46659 2.14057 1.61176 -0.874
C 6.53813 -1.05877 0.17723 1.082
O 7.88442 -0.96100 0.39291 -0.558
C 8.42134 -1.42789 1.67213 -0.553
H 7.25733 -5.11738 -1.26191 0.261
H 5.70360 -4.98261 -0.36594 0.310
H 5.84164 -4.32687 -2.03728 0.337
H 4.18687 -3.26323 -0.96952 0.266
H 1.77429 -0.57252 -0.33371 0.591
H 2.01326 -2.21704 -0.98886 0.366
H 1.94895 -1.45575 1.99057 0.276
H 2.35084 -6.03746 1.63959 0.369
H 0.73178 -6.13509 2.38933 0.304
H 0.90461 -6.33203 0.63284 0.330
H -0.03178 -4.13504 -0.99249 0.325
H -1.01334 -5.31746 -0.07117 0.483
H -1.66893 -3.71714 -0.45860 0.420
H -0.52623 -3.75009 3.26283 0.360
H -1.99285 -3.47768 2.30505 0.405
H -1.28995 -5.10537 2.37454 0.461
H -0.16585 -0.29978 0.81405 0.513
H -2.34336 -2.49395 0.76379 -0.896
H -2.56225 0.56402 0.44950 0.439
H -4.83248 1.38853 0.15889 0.321
H -7.28349 1.00703 -0.07462 0.390
H -8.20702 -1.30661 0.06321 0.393
H -6.66768 -3.23851 0.41473 0.382
H -4.24287 -2.88183 0.62549 0.314
H 3.61265 0.59757 0.83621 0.378
H 6.16347 2.89834 1.97018 0.256
H 4.90756 2.51942 0.74299 0.346
H 4.76234 1.86325 2.40978 0.328
H 9.49483 -1.25617 1.59942 0.269
H 7.98533 -0.83958 2.48755 0.225
H 8.20262 -2.49515 1.79238 0.218
C -4.68848 6.69208 -0.15186 -0.717
N -4.33183 5.58712 -1.01134 0.073
C -4.81233 4.31391 -0.53927 -1.418
C -3.60835 5.48619 -2.18141 0.811
N -3.48335 4.25325 -2.60023 -0.692
N -3.08199 6.56606 -2.84536 0.020
C -3.11256 7.96599 -2.47842 -0.832
C -2.36653 6.40348 -4.09886 -1.113
H -4.32406 7.65731 -0.49012 0.230
H -5.78291 6.75381 -0.06457 0.292
H -4.29286 6.51792 0.85944 0.284
H -4.48043 3.58209 -1.29189 0.547
H -4.38162 4.07257 0.43968 0.369
H -5.90475 4.31555 -0.45568 0.329
H -2.96291 4.11369 -3.46149 0.034
H -3.64000 8.17045 -1.55744 0.177
H -2.08174 8.33582 -2.37342 0.304
H -3.59452 8.53920 -3.28400 0.310
H -2.34874 5.36293 -4.40582 0.385
H -2.85889 6.99265 -4.88308 0.301
H -1.33401 6.75913 -3.98713 0.304

---

No. 2
94
Properties=species:S:1:pos:R:3:lowdin_spin:R:1 method="wB97M-V/def2-TZVPD" lumo_energy_ha="-0.2694 / -0.2931" homo_lumo_gap_ev="4.590 / 3.939" e_homo_ev="-11.9 / -11.9" largest_force_ha_per_bohr=0.0581 s_squared=2.02 de_lowest_ev=1.272 molar_mass_g_mol=1086.9 total_charge=+2 multiplicity=3
Re 1.18463 -1.12552 0.85961 1.738
C 4.59800 -0.31503 3.53982 0.005
C 3.74190 -0.25540 2.42592 0.007
N 2.65060 -0.99666 2.39567 0.025
C 2.44692 -1.89009 3.46590 0.000
C 3.30091 -1.91527 4.51019 0.003
N 4.39983 -1.15918 4.48347 -0.002
C 1.28146 -2.75813 3.28558 0.024
C 1.01121 -3.81722 4.13972 -0.005
C -0.05471 -4.67384 3.88207 0.023
C -0.82642 -4.36677 2.75916 -0.002
C -0.50242 -3.35546 1.86987 0.017
N 0.57201 -2.56389 2.17321 0.001
C -1.06522 -3.04605 0.50529 0.006
C -2.09040 -3.75066 -0.05972 -0.002
N -2.65057 -3.33851 -1.18319 0.010
C -2.16713 -2.28623 -1.84378 0.001
C -1.15444 -1.51555 -1.25152 0.022
N -0.56298 -1.94277 -0.09858 0.020
C -0.32365 -5.96235 4.68049 0.002
C 0.74899 -6.84901 4.83743 0.002
C 0.62532 -7.97078 5.65929 0.000
N -0.54209 -8.32216 6.18388 0.002
C -1.60241 -7.57525 5.97133 0.000
C -1.56238 -6.33957 5.31518 0.003
H 5.56170 0.21484 3.48302 0.001
H 3.98154 0.42897 1.60171 0.001
H 3.31274 -2.69624 5.23060 0.000
H 1.77331 -4.02397 4.89330 0.000
H -1.69155 -4.99821 2.45371 0.000
H -2.59791 -4.60253 0.42688 0.000
H -2.54535 -2.05351 -2.81672 0.000
H -0.70352 -0.64451 -1.68236 0.001
H 1.64921 -6.87287 4.24329 0.000
H 1.44428 -8.63930 5.83012 0.000
H -2.52979 -8.02050 6.27806 0.000
H -2.47004 -5.68798 5.16718 0.000
C -1.25715 0.63960 -4.75127 0.000
Si 0.10649 1.83481 -4.31956 0.000
C -0.02463 3.16782 -5.59801 0.000
C 1.76138 1.12686 -4.50018 0.000
Sb -0.43105 2.57870 -1.90592 0.002
Si 0.59932 4.87156 -1.60723 0.000
C 1.36447 4.92149 0.13269 0.000
C -0.76599 6.16697 -1.71396 0.000
C 1.90769 5.20046 -2.80232 0.000
Si -2.96786 2.91031 -2.31044 0.000
C -3.48614 3.57192 -3.96838 0.000
C -3.50249 4.08477 -0.91773 0.000
C -3.81014 1.30582 -2.09495 0.000
H -1.03475 0.34640 -5.79719 0.000
H -2.25407 1.06296 -4.76137 0.000
H -1.44674 -0.28706 -4.23692 0.000
H 0.19107 2.70562 -6.52350 0.000
H 0.77035 3.98040 -5.45738 0.000
H -1.04499 3.53446 -5.61457 0.000
H 1.98264 0.90144 -5.51806 0.000
H 1.89741 0.25268 -3.90250 0.000
H 2.63314 1.73108 -4.12951 0.000
H 0.70164 4.95882 0.97907 0.000
H 1.89474 5.93068 0.31514 0.000
H 2.07294 4.11108 0.23831 0.000
H -1.18585 6.44910 -0.70293 0.000
H -1.61100 5.85856 -2.35091 0.000
H -0.33951 7.01399 -2.21238 0.000
H 2.53488 4.38653 -2.99789 0.000
H 2.56545 5.97142 -2.32824 0.000
H 1.56562 5.72702 -3.66013 0.000
H -2.73592 3.24574 -4.69291 0.000
H -3.55154 4.64698 -4.04692 0.000
H -4.47616 3.11607 -4.03785 0.000
H -3.16883 5.10243 -1.22980 0.000
H -3.07481 3.84269 0.07985 0.000
H -4.60014 4.15761 -0.82439 0.000
H -3.55902 0.96682 -1.05111 0.000
H -3.39366 0.42728 -2.66532 0.000
H -4.88607 1.38984 -2.12700 0.000
F 2.15218 -0.27408 -0.82368 0.076
As 3.27712 -1.68926 -1.63402 0.002
F 4.27085 -1.35552 -0.32731 0.002
F 4.03181 -0.51292 -2.59107 0.000
F 4.09856 -3.07380 -2.11949 0.000
F 1.94005 -1.83317 -2.65521 0.001
F 2.35252 -2.63189 -0.40515 0.015
C -1.69416 1.17614 3.00103 -0.001
O -1.02080 0.08472 2.27575 -0.017
C 0.12802 0.24375 1.70027 -0.010
C 0.71220 1.57277 1.57806 0.022
H -1.02126 1.55065 3.70299 0.000
H -2.56552 0.72622 3.45437 0.000
H -2.04703 1.96296 2.29174 -0.001
H 1.34554 1.96052 2.43099 -0.001
H 0.03289 2.31690 1.30940 0.003
H 1.42471 1.55142 0.80991 0.006

---

No. 3
87
Properties=species:S:1:pos:R:3:mulliken_charge:R:1 method="wB97M-V/def2-TZVPD" lumo_energy_ha=-0.0167 homo_lumo_gap_ev=3.954 e_homo_ev=-4.4 largest_force_ha_per_bohr=0.0578 de_lowest_ev=0.000 molar_mass_g_mol=611.9 total_charge=-1
C 5.63039 -1.59211 1.57756 -0.927
C 5.08470 -1.50560 0.09926 -0.610
C 4.48931 -0.07565 -0.19326 -0.287
C 2.94381 -0.14773 -0.46940 -0.010
C 2.46081 1.15774 -1.18391 -0.449
C 0.97917 1.53750 -0.83921 -0.581
C 0.87757 2.68562 0.23785 -1.082
C 0.49226 2.16501 1.67237 0.512
C -0.44481 3.16262 2.45437 -1.055
C -1.94422 2.72156 2.34645 0.093
C -2.74624 3.37670 1.17671 -0.936
C -2.81481 2.44687 -0.09828 0.231
C -3.53480 1.09242 0.22582 -0.015
C -4.98779 0.96464 -0.34205 -0.856
C -5.72068 -0.09547 0.59012 -0.824
C -4.81479 -1.34111 0.86981 -0.015
O -4.33671 -1.35650 2.22270 -0.636
B -5.49799 -1.92899 2.96594 0.802
Cl -5.15436 -2.82430 4.57200 -0.463
O -6.40970 -2.57212 1.97482 -0.706
C -5.53224 -2.77110 0.86799 0.069
C -6.14619 -2.97021 -0.55071 -1.252
H 6.07499 -2.60229 1.73265 0.357
H 4.73158 -1.48919 2.23166 0.127
H 6.37764 -0.80355 1.80087 0.326
H 4.31810 -2.29864 -0.01928 0.332
H 5.93773 -1.74493 -0.57040 0.386
H 5.00989 0.31588 -1.09326 -0.071
H 4.62839 0.59329 0.68636 0.420
H 2.81389 -0.97760 -1.20441 0.402
H 2.38914 -0.37404 0.46203 -0.234
H 2.52020 0.97544 -2.27853 -0.134
H 3.16173 1.99853 -0.96659 0.370
H 0.39915 0.63684 -0.54863 0.273
H 0.51797 1.95316 -1.76694 0.381
H 0.07475 3.38898 -0.08639 0.387
H 1.81534 3.28597 0.24595 0.492
H 1.45097 2.15304 2.25251 0.443
H 0.08909 1.13261 1.68046 -0.482
H -0.27803 4.21860 2.15907 0.327
H -0.16558 3.05124 3.53024 0.415
H -1.93829 1.61070 2.27400 -0.221
H -2.46460 2.98138 3.29690 0.394
H -2.32774 4.37518 0.92907 0.446
H -3.80841 3.52189 1.49343 0.326
H -1.74988 2.19855 -0.34021 -0.553
H -3.22283 2.97172 -0.98641 0.442
H -3.62985 0.97994 1.32918 0.134
H -2.90352 0.27678 -0.18416 0.080
H -5.03613 0.59746 -1.38828 0.279
H -5.52820 1.92874 -0.20009 0.351
H -5.94853 0.46270 1.52633 0.291
H -6.71601 -0.38161 0.17690 0.388
H -4.01484 -1.49890 0.09871 0.277
H -6.12348 -0.95142 3.33429 -0.383
H -4.75920 -3.48291 1.23231 0.327
H -6.98917 -2.29759 -0.78233 0.318
H -5.31516 -2.80357 -1.27917 0.313
H -6.40953 -4.05025 -0.66699 0.383
C 3.21057 -0.31930 -6.23718 -1.051
C 3.23743 0.19271 -7.46957 0.419
C 3.96983 1.45634 -7.77621 0.959
O 3.98201 1.87456 -8.91832 -0.618
C 4.64371 2.14435 -6.67510 -0.875
C 4.61406 1.63420 -5.44158 0.368
C 3.90487 0.35671 -5.14104 0.925
O 3.92192 -0.07691 -4.00643 -0.505
O 5.22157 2.24576 -4.40943 -0.590
O 2.60684 -0.40516 -8.49738 -0.570
H 2.68531 -1.23499 -6.00347 0.444
H 5.15609 3.06792 -6.90553 0.421
H 5.05227 1.67847 -3.63547 0.319
H 2.78077 0.15958 -9.27026 0.344
C 0.29246 -3.66292 4.46719 -1.078
C 1.58620 -3.37982 4.30988 0.297
C 2.03817 -2.17038 3.56414 0.855
O 3.23571 -1.94903 3.46341 -0.761
C 1.01706 -1.30326 2.97744 -0.358
C -0.28297 -1.58625 3.12928 0.342
C -0.73412 -2.78383 3.89989 0.571
O -1.91894 -2.99578 4.03067 -0.403
O -1.23895 -0.80862 2.59677 -0.241
O 2.55295 -4.17285 4.81803 -0.607
H -0.04546 -4.53603 5.00791 0.454
H 1.35776 -0.43873 2.42410 0.320
H -2.09280 -1.22039 2.84290 0.167
H 3.39140 -3.74827 4.56757 0.336

---

No. 4
82
Properties=species:S:1:pos:R:3:mulliken_charge:R:1 method="wB97M-V/def2-TZVPD" lumo_energy_ha=0.0127 homo_lumo_gap_ev=8.837 smiles="C#C[C@@H](CCOCC)O[C@H](c1ccccc1)[C@](C=C)(CCOC(=O)CC)OCC[C@H](C)Br.C1CCOC1" e_homo_ev=-8.5 largest_force_ha_per_bohr=0.1344 molar_mass_g_mol=581.6 total_charge=0
C 5.16763 1.29891 0.85459 -0.864
C 3.88474 1.58240 1.04270 -0.232
C 2.34038 1.72364 1.44801 0.591
C 1.60074 2.84169 0.49068 0.259
C 1.12577 4.10481 1.42614 -0.840
O 0.13272 3.65745 2.42778 -0.418
C -1.19684 3.61168 1.83109 -0.115
C -2.04493 2.35453 2.41517 -0.607
O 1.59878 0.49998 1.59854 -0.449
C 1.95004 -0.54498 0.67271 0.870
C 1.82216 -0.18726 -0.88854 0.887
C 3.16428 -0.27534 -1.76516 -0.223
C 3.23957 0.02380 -3.30638 -0.557
C 1.93512 0.44276 -4.08270 -0.467
C 0.59935 0.58107 -3.22629 -0.624
C 0.53073 0.27499 -1.65679 -0.240
C 0.95238 -1.80475 1.04706 1.539
C 1.08293 -3.05010 0.04043 -0.337
C 2.24909 -3.47925 -0.66795 -0.843
C -0.62827 -1.35761 0.99941 -0.246
C -1.48944 -2.44130 1.89034 -0.295
O -2.70093 -2.72320 1.08690 -0.357
C -3.88673 -2.25849 1.75035 0.512
O -4.29798 -2.87277 2.79236 -0.557
C -4.79079 -1.01823 1.22833 -0.011
C -5.74495 -1.58203 0.01395 -1.041
O 1.21817 -2.10342 2.44846 -0.464
C 2.35514 -2.98612 2.63306 0.036
C 3.07193 -2.59658 4.06095 -0.484
C 4.65869 -2.95671 3.98435 -0.241
C 5.50579 -1.99678 3.00076 -0.634
Br 4.94735 -4.85850 3.39607 -0.165
H 6.29793 1.06098 0.96307 0.340
H 2.34266 2.22865 2.50306 0.509
H 2.33702 3.24517 -0.29297 0.471
H 0.63101 2.39877 0.06513 -0.376
H 2.00725 4.60821 1.96515 0.311
H 0.59096 4.91892 0.80313 0.365
H -1.13097 3.47318 0.68135 0.194
H -1.82805 4.56233 2.00947 0.312
H -2.25892 1.61798 1.55290 -0.124
H -3.05887 2.63998 2.87451 0.372
H -1.44601 1.79445 3.22095 0.213
H 3.01811 -0.99543 0.82854 -1.149
H 4.13817 -0.59812 -1.21362 0.153
H 4.26572 -0.07588 -3.84256 0.287
H 1.96021 0.63638 -5.23057 0.301
H -0.34143 0.89604 -3.83769 0.210
H -0.46605 0.38022 -1.09956 0.344
H 0.11320 -3.67266 -0.14049 0.183
H 2.14183 -4.32777 -1.45171 0.259
H 3.26751 -2.97686 -0.49375 0.095
H -1.00020 -1.44132 -0.08620 0.302
H -0.81938 -0.33838 1.49292 -0.236
H -0.93622 -3.44343 1.99574 0.197
H -1.78595 -1.97395 2.91764 0.219
H -4.07527 -0.19479 0.81707 -0.049
H -5.47009 -0.60048 2.07380 0.296
H -6.39692 -0.74591 -0.43508 0.315
H -5.07831 -2.11416 -0.76054 0.286
H -6.41282 -2.40596 0.50177 0.310
H 3.18446 -2.89608 1.84335 -0.175
H 1.99364 -4.07717 2.64726 0.354
H 2.54495 -3.17808 4.91147 0.285
H 2.97562 -1.44373 4.17871 0.208
H 5.11491 -2.81358 5.04953 0.418
H 5.93139 -1.04868 3.49090 0.296
H 4.90971 -1.63804 2.06305 -0.019
H 6.37676 -2.64021 2.56286 0.330
C -4.99422 2.28549 -4.55873 -0.539
C -4.32713 1.71188 -5.78668 -0.548
C -3.01264 2.46492 -5.81269 -0.359
O -2.67614 2.76135 -4.45002 -0.402
C -3.81769 2.48743 -3.62582 -0.282
H -5.76690 1.64005 -4.13631 0.322
H -5.44944 3.25200 -4.80086 0.262
H -4.14198 0.64191 -5.64244 0.265
H -4.90850 1.83731 -6.70223 0.337
H -3.10946 3.41544 -6.34794 0.277
H -2.20727 1.88656 -6.27253 0.243
H -3.60580 1.57827 -3.05217 0.154
H -3.97307 3.31250 -2.92654 0.280